No. 1
53
Properties=species:S:1:pos:R:3:lowdin_charge:R:1 method="wB97M-V/def2-TZVPD" gap_ha=0.3065 e_above_lowest_kj_mol=4.5 homo_energy_ev=-7.979 spin_multiplicity=1 e_tot_ev=-30879.1326
H 0.72 -1.50 -1.10 0.104
C 0.88 -3.68 -5.33 -0.028
H -0.49 -5.05 -2.43 0.115
H 1.01 -4.88 -1.41 0.113
C -1.70 4.87 1.61 -0.198
C 1.16 1.50 3.12 -0.192
C 0.24 0.40 -0.11 -0.127
C -0.46 4.72 0.91 -0.180
H -0.86 -2.69 0.77 0.120
H -1.64 -1.63 -0.44 0.122
H 1.20 -1.33 0.62 0.117
C 0.75 3.72 3.59 -0.189
H 3.54 -3.88 -4.74 0.091
O -2.88 1.48 3.38 -0.284
C -1.38 -0.68 1.44 -0.114
C 1.39 -5.39 -3.50 -0.082
C -0.07 2.94 4.45 -0.200
H -2.44 2.52 -0.69 0.102
Y -1.10 2.48 2.20 1.430
C -0.63 3.72 -0.09 -0.186
C 1.53 -3.92 -3.98 -0.583
H 1.14 0.99 0.13 0.119
C 2.95 -3.40 -3.94 -0.028
H -3.71 3.91 1.28 0.109
N -3.55 2.37 4.06 -0.185
H -0.28 0.70 4.64 0.103
H -1.90 5.57 2.41 0.112
C 0.19 1.56 4.17 -0.206
H 1.47 -4.16 -6.11 0.092
H -0.94 -0.90 2.43 0.123
H 2.26 3.12 2.03 0.103
C 0.56 -4.76 -2.39 -0.153
O 0.74 -3.37 -2.87 -0.107
H 0.83 4.81 3.63 0.107
H 2.96 -2.32 -4.14 0.089
H 0.81 -6.04 -4.17 0.113
H 0.86 -2.60 -5.55 0.088
C -2.66 3.98 1.02 -0.220
H 2.32 -5.84 -3.15 0.113
C 1.50 2.84 2.75 -0.179
H -2.46 -0.53 1.54 0.124
H 0.45 5.28 1.09 0.105
H -0.76 3.34 5.19 0.106
H 3.43 -3.61 -2.98 0.090
C -0.91 -1.67 0.38 -0.149
O -0.77 0.63 0.97 -0.339
O -3.14 3.54 3.94 -0.144
C 0.43 -1.11 -0.12 -0.145
H 0.13 3.37 -0.77 0.097
C -2.00 3.27 -0.04 -0.198
H -0.14 -4.08 -5.39 0.090
H -0.20 0.80 -1.04 0.123
H 1.63 0.60 2.73 0.097

No. 2
69
Properties=species:S:1:pos:R:3:lowdin_charge:R:1 method="wB97M-V/def2-TZVPD" gap_ha=0.2676 homo_energy_ev=-8.939 spin_multiplicity=1 e_tot_ev=-78757.6479
O 3.75 -0.32 -2.15 0.140
H -5.62 -0.89 3.53 0.081
H -0.25 -2.94 1.96 0.107
F 6.14 -1.94 -1.94 0.057
H -3.83 1.08 2.49 0.111
C 0.49 -4.50 0.71 -0.076
H 0.51 -0.42 -2.46 0.038
H -4.02 -0.40 4.16 0.080
H 4.15 -2.70 0.89 0.084
C 0.77 1.42 0.77 -0.061
C -0.41 3.81 -0.93 -0.335
H -3.03 -1.44 2.07 0.114
C -4.56 -1.09 3.51 -0.075
C 1.95 1.13 -0.14 -0.133
C -0.21 -2.19 0.02 -0.209
H -4.70 -1.54 1.43 0.094
F 5.29 -2.03 -4.08 0.067
F -2.20 2.36 -1.38 0.148
H -1.08 -2.73 -0.34 0.116
F 7.51 -2.50 -3.70 0.083
H -4.39 -2.09 3.88 0.081
H 2.83 1.50 0.37 0.134
H -1.32 0.87 2.13 0.145
H 0.49 -2.08 -0.80 0.103
F -0.56 5.95 -0.07 0.172
H 0.91 2.44 1.12 0.119
H 2.83 -2.87 -0.27 0.064
H 1.90 1.67 -1.08 0.117
C -2.60 4.86 0.16 -0.521
H 1.49 -4.89 0.87 0.075
C 0.42 -3.02 1.11 -0.216
H 1.37 -2.61 1.43 0.090
H 4.37 -2.24 -0.80 0.058
N -2.81 0.76 0.74 -0.013
C -4.02 -1.00 2.08 -0.254
Cl -5.45 0.96 0.80 0.687
O -0.53 -0.94 0.62 -0.073
H 1.52 -1.63 -3.18 0.095
N 2.17 -0.31 -0.43 -0.075
N -0.97 0.03 -0.33 0.057
C 3.67 -2.25 0.02 -0.058
F 6.75 -0.34 -3.48 0.082
C -0.89 2.33 -1.04 -0.346
B 6.43 -1.70 -3.31 -1.263
C -1.05 4.71 0.16 -0.326
H -1.87 2.44 1.75 0.125
F -0.72 4.38 -2.12 0.168
H -4.06 -1.07 -0.65 0.117
C -2.37 -0.09 -0.16 -0.311
H -0.18 -5.09 1.32 0.069
H 2.93 -0.81 1.44 0.108
H -2.72 -1.35 -1.69 0.154
H 0.24 -4.64 -0.33 0.076
C -3.94 0.45 1.63 -0.619
C -0.64 1.39 0.14 -0.240
F -0.23 1.83 -2.10 0.147
F 0.92 3.87 -0.78 0.176
F -3.07 5.13 -1.05 0.202
N -3.09 -0.91 -0.87 0.313
C 1.50 -0.60 -2.86 0.012
H 0.79 0.81 1.66 0.125
H 4.15 -0.23 0.33 0.123
C -1.66 1.48 1.30 -0.023
F -3.19 3.75 0.64 0.145
F -0.65 4.34 1.40 0.152
H 1.70 0.03 -3.72 0.092
C 2.58 -0.40 -1.82 -0.433
C 3.26 -0.84 0.40 -0.230
F -2.89 5.88 0.99 0.186

No. 3
66
Properties=species:S:1:pos:R:3:lowdin_charge:R:1 method="wB97M-V/def2-TZVPD" gap_ha="0.1602 / 0.2064" homo_energy_ev="0.241 / -1.091" spin_multiplicity=3 charge=-2 e_tot_ev=-93980.3158
H 0.19 4.29 0.62 0.026
H -3.85 -0.42 -1.58 0.063
C 3.06 0.52 -3.35 -0.539
H -3.04 2.71 1.95 0.001
H 4.34 0.43 -0.15 0.076
H 1.46 -1.98 3.00 0.011
F 2.33 0.65 1.38 -0.018
C -2.15 2.71 1.31 -0.240
C -3.14 0.06 3.19 -0.125
F 2.38 -0.29 -4.18 0.130
C -0.18 2.03 3.41 -0.216
H -2.64 -1.11 -0.49 0.066
C -2.96 -0.07 -4.00 -0.103
H -2.13 -3.53 2.28 0.084
H -3.18 0.53 -0.25 0.073
C -2.41 -2.51 2.53 -0.121
H -4.14 -3.14 3.65 0.080
O -0.68 0.47 -1.37 -0.206
C 4.03 -1.45 -2.11 -0.548
C -3.91 -1.00 3.64 -0.131
H -1.21 -2.74 -1.02 -0.003
H -0.98 2.25 4.12 0.011
H 2.06 -2.91 1.64 0.018
H -3.00 0.36 -5.00 0.072
H 5.15 1.03 -1.63 0.089
C -3.55 -2.30 3.30 -0.131
C -0.53 -3.09 -0.24 -0.238
B 3.32 0.72 2.45 -1.238
H -1.08 1.46 -4.89 0.079
F 3.69 2.06 2.60 0.110
C -2.94 -0.20 -1.02 0.005
H 0.38 2.95 3.21 0.017
H -4.80 -0.82 4.24 0.080
H 0.38 -3.44 -0.75 0.013
F 2.75 0.21 3.61 0.109
H -2.68 -1.13 -4.08 0.092
H 0.69 -3.53 2.58 0.008
Si -0.04 -1.71 1.00 0.581
C -2.00 -0.14 2.40 -0.310
F 5.21 -1.35 -2.79 0.110
F 4.42 -0.06 2.04 0.107
H -1.66 3.68 1.45 -0.007
H -0.13 0.22 -4.03 0.090
H -2.48 2.66 0.27 0.005
H -3.43 1.07 3.47 0.081
Ti 0.72 0.54 -0.12 0.600
C -0.81 1.07 -3.90 -0.066
C 1.15 -2.62 2.18 -0.224
H -0.28 1.83 -3.35 0.083
F 2.36 1.66 -3.25 0.138
F 3.31 -2.38 -2.76 0.139
N -2.03 0.70 -3.20 -0.175
C 4.19 0.85 -1.14 0.023
F 4.21 0.84 -4.00 0.111
N 0.82 3.84 -0.04 0.019
C -1.82 0.28 -1.88 -0.428
C -1.63 -1.45 2.07 -0.316
F 4.34 -1.97 -0.91 0.156
H 0.52 1.33 3.88 0.014
C 0.85 2.62 -0.10 -0.203
C 3.29 -0.10 -1.94 -0.481
O 2.10 -0.35 -1.35 -0.227
H 3.65 1.80 -1.03 0.090
H -3.97 -0.02 -3.59 0.067
Si -0.90 1.32 1.79 0.565
H -0.99 -3.95 0.25 0.001

No. 4
52
Properties=species:S:1:pos:R:3:lowdin_charge:R:1 method="wB97M-V/def2-TZVPD" gap_ha=0.2766 homo_energy_ev=-15.120 spin_multiplicity=1 charge=+2 e_tot_ev=-31025.2990
H 0.98 3.96 -3.56 0.083
C -0.66 0.01 2.76 -0.059
H -1.86 0.16 -4.01 0.091
H -0.29 2.76 -1.67 0.038
C -1.78 -0.37 4.94 -0.473
O -2.74 -0.88 4.38 0.065
C 0.55 -2.06 -0.94 -0.310
H -1.56 -0.37 2.26 0.113
H -2.47 -0.59 6.84 0.127
Bi 0.20 0.42 -0.76 2.075
H -0.13 0.37 -4.34 0.096
C 1.63 1.03 3.88 -0.016
C 1.52 -2.99 -0.30 0.000
C -0.57 -0.89 -2.65 -0.374
C -1.51 -2.69 0.53 -0.003
C -3.00 -1.00 -1.69 -0.005
H -3.44 -0.83 -0.69 0.098
C 1.87 2.54 -1.29 -0.204
H 2.18 -0.52 -3.56 0.096
H 0.65 0.86 5.79 0.123
H 2.33 1.04 1.81 0.108
C 1.94 -1.50 -3.10 -0.007
H -1.88 -3.67 0.16 0.125
H 2.82 -1.84 -2.54 0.091
C -0.84 -1.94 -0.57 -0.302
N -1.71 -0.21 6.30 0.190
H -0.93 -1.17 -4.74 0.119
H 1.82 1.64 -0.55 -0.055
N 0.36 0.36 1.95 -0.083
H -0.23 4.95 -2.73 0.089
H -0.82 -2.89 1.36 0.094
H 1.34 -4.03 -0.63 0.127
H 1.43 -2.97 0.80 0.097
C -1.52 -1.20 -1.60 -0.332
C -0.60 0.13 4.16 -0.082
C 0.73 -1.42 -2.23 -0.356
H 2.55 -2.73 -0.57 0.091
H 1.77 -2.21 -3.92 0.121
H -2.37 -2.14 0.93 0.091
C 0.60 3.38 -1.47 -0.355
C 0.72 4.42 -2.60 -0.081
C 1.50 0.82 2.50 -0.132
H -3.25 -0.15 -2.33 0.092
H 2.56 1.45 4.26 0.126
H 2.64 3.15 -0.82 0.109
H -0.88 0.10 6.79 0.095
H 1.48 5.18 -2.36 0.093
C 0.57 0.69 4.72 0.033
H -3.48 -1.90 -2.11 0.125
H 0.39 3.92 -0.53 0.121
C -0.89 -0.35 -4.00 -0.010
H 2.25 2.17 -2.26 0.093